No. 1
{"formula": "C4H10", "method": "the ωB97M-V functional and the def2-TZVPD basis", "smiles": "C=C.CC", "e_above_lowest_kj_mol": 334.5, "homo_lumo_gap_ev": 9.9, "symbols": ["C", "C", "H", "H", "H", "H", "C", "C", "H", "H", "H", "H", "H", "H"], "coordinates": [[-2.76404, -0.15762, 1.25435], [-1.92788, 0.62297, 0.48190], [-2.29742, -0.34175, 2.25483], [-3.83002, -0.36826, 0.99887], [-1.41755, 1.51009, 0.76607], [-1.95187, 0.46681, -0.56230], [2.16765, 0.16001, -1.23503], [1.35821, -0.57977, -0.13154], [2.29004, 1.33758, -1.26690], [1.63116, -0.03614, -2.20084], [3.19671, -0.34143, -1.26920], [0.36897, -0.17914, 0.19975], [1.51454, -1.69814, -0.25290], [1.66149, -0.39521, 0.96293]], "atomic_forces_ev_per_a": [[2.0, 1.9, 0.4], [-2.7, -1.7, 0.4], [-1.7, 0.6, -0.2], [1.5, -1.1, -0.2], [1.6, -0.3, 1.0], [-0.8, 0.6, -1.4], [0.3, 0.6, -0.7], [0.6, 0.5, 2.7], [-0.3, -2.4, 0.8], [0.7, 0.0, 0.6], [-1.3, 1.0, -0.2], [-0.1, -0.9, -1.9], [-1.0, 1.4, 0.0], [1.2, -0.2, -1.5]]}

No. 2
{"formula": "C14H16", "method": "the ωB97M-V functional and the def2-TZVPD basis", "smiles": "Cc1ccccc1.Cc1ccccc1", "e_above_lowest_kj_mol": 67.7, "homo_lumo_gap_ev": 9.8, "symbols": ["C", "C", "C", "C", "C", "C", "C", "H", "H", "H", "H", "H", "H", "H", "H", "C", "C", "C", "C", "C", "C", "C", "H", "H", "H", "H", "H", "H", "H", "H"], "coordinates": [[1.76964, 3.04605, 0.01524], [0.89158, 2.46357, -1.05346], [-0.19647, 1.64934, -0.75076], [-1.15304, 1.42039, -1.74100], [-0.96988, 1.79701, -3.06109], [0.31802, 2.22041, -3.39964], [1.15405, 2.68809, -2.40805], [2.78905, 2.65126, -0.07238], [1.43393, 2.75915, 1.01097], [1.83121, 4.13253, -0.04941], [-0.46115, 1.31074, 0.23596], [-2.08712, 0.99724, -1.40448], [-1.76951, 1.78113, -3.79123], [0.61681, 2.34802, -4.43015], [2.10854, 3.14146, -2.65048], [-1.92833, -2.31550, 3.20109], [-0.95917, -2.37838, 2.06582], [0.31195, -2.89194, 2.25381], [1.33331, -2.77582, 1.30733], [1.00183, -2.31086, 0.04904], [-0.29361, -1.85746, -0.19073], [-1.22387, -1.78782, 0.82966], [-1.44354, -2.37027, 4.17784], [-2.76115, -3.01101, 3.08648], [-2.41929, -1.34695, 3.30247], [0.57013, -3.40320, 3.18148], [2.34167, -2.99068, 1.63291], [1.77130, -2.26684, -0.71399], [-0.44452, -1.43033, -1.17208], [-2.13237, -1.26929, 0.53879]], "atomic_forces_ev_per_a": [[0.5, -0.5, 0.1], [-0.2, -0.4, 0.2], [-0.4, 0.8, -0.7], [-0.4, 0.1, 0.1], [0.6, -0.4, 0.3], [-0.5, 1.0, -0.2], [0.7, -0.6, 0.4], [0.0, 0.2, -0.1], [-0.2, 0.1, 0.0], [-0.1, 0.0, 0.0], [0.3, 0.1, 0.4], [-0.2, -0.1, -0.2], [0.1, -0.4, 0.0], [-0.1, 0.1, -0.1], [-0.1, 0.1, -0.2], [-0.6, 0.5, 0.5], [0.1, 0.7, -0.1], [0.7, -0.4, 0.4], [-0.8, 0.0, 0.3], [0.4, -0.1, 0.2], [1.1, 0.2, -0.2], [-0.1, -0.1, -0.9], [0.1, -0.7, -0.1], [0.2, -0.3, 0.2], [0.0, 0.3, -0.6], [-0.2, 0.4, 0.1], [0.1, -0.3, -0.4], [-0.2, 0.1, -0.1], [-0.5, 0.0, 0.0], [-0.3, -0.2, 0.6]]}

No. 3
{"formula": "C10H28BN4O3S2", "method": "the ωB97M-V functional and the def2-TZVPD basis", "total_charge": 1, "homo_lumo_gap_ev": 6.2, "symbols": ["C", "N", "C", "B", "O", "C", "C", "N", "C", "N", "N", "C", "H", "H", "H", "H", "H", "H", "H", "H", "H", "H", "H", "H", "H", "H", "H", "H", "C", "S", "O", "C", "H", "H", "H", "H", "H", "H", "C", "S", "O", "C", "H", "H", "H", "H", "H", "H"], "coordinates": [[-1.04702, 3.87581, 1.18209], [-1.35141, 3.40062, -0.19603], [-2.44293, 4.17275, -0.83753], [-1.57759, 1.93735, -0.25457], [-2.84263, 1.40175, 0.08654], [-0.41680, 0.89946, -0.71997], [-0.43341, 0.62341, -2.26376], [0.28428, 1.63549, -3.07385], [1.36128, 2.26680, -2.39165], [2.33761, 2.80861, -3.14944], [1.49876, 2.43507, -0.99569], [1.01065, 1.28857, -0.19429], [-1.49255, 3.19193, 1.94533], [-1.36632, 4.92673, 1.31585], [0.06395, 3.80368, 1.32865], [-2.23773, 5.26460, -0.73773], [-3.46648, 3.89055, -0.50810], [-2.37474, 3.96679, -1.93822], [-2.75017, 0.62709, 0.64956], [-0.68546, -0.07187, -0.22463], [-1.50879, 0.65021, -2.57138], [-0.10648, -0.42349, -2.45696], [-0.33920, 2.30751, -3.51761], [2.03708, 3.55225, -3.77351], [3.30887, 2.54681, -3.05527], [1.12291, 3.33167, -0.68343], [0.87548, 1.65285, 0.85320], [1.74971, 0.46374, -0.16067], [1.48784, -4.96808, -0.35043], [1.49473, -3.19222, -0.64078], [0.09061, -2.68992, -0.50278], [1.85682, -3.29976, -2.40459], [1.24295, -5.14064, 0.69715], [0.73882, -5.44374, -0.98469], [2.47680, -5.37414, -0.56417], [1.07986, -3.87562, -2.90889], [2.82859, -3.77295, -2.54687], [1.88334, -2.28967, -2.81325], [-0.93138, -2.17390, 2.76195], [0.54554, -2.30801, 3.78890], [1.36349, -3.43131, 3.24421], [-0.30511, -2.91889, 5.25581], [-0.62909, -1.84122, 1.76848], [-1.41984, -3.14577, 2.68504], [-1.61291, -1.44270, 3.20104], [-0.83384, -3.84284, 5.01938], [-1.00652, -2.16271, 5.61024], [0.43846, -3.11267, 6.02736]], "atomic_forces_ev_per_a": [[0.8, -0.9, 0.1], [-0.5, 0.2, -0.3], [0.3, 0.0, -1.0], [-0.5, -0.4, 0.1], [1.6, 1.2, 0.0], [0.2, -0.8, 0.9], [-1.8, -0.1, 0.9], [1.4, 0.1, 2.5], [-0.8, 0.5, 0.4], [-1.2, 1.1, 0.0], [0.4, -2.9, -1.9], [-1.7, 0.6, 0.6], [0.0, 0.8, -0.3], [0.1, -0.7, 0.0], [-0.8, 0.3, 0.1], [-0.3, -0.8, 0.1], [0.6, 0.4, 0.0], [-0.3, 0.2, 0.8], [-0.2, -0.4, -0.4], [0.3, 0.5, -0.6], [0.9, -0.1, 0.0], [0.3, 0.9, -0.1], [0.4, -0.1, -0.5], [0.5, -0.8, -0.8], [-0.1, 0.8, 0.7], [0.4, 0.2, -0.4], [0.4, -0.3, -0.8], [-0.4, 0.5, -0.3], [-0.2, -0.1, 0.1], [0.2, -0.1, 0.1], [0.0, 0.1, -0.2], [-0.1, 0.0, -0.1], [0.1, 0.1, 0.0], [0.0, 0.1, 0.0], [0.0, 0.1, 0.0], [0.0, 0.0, 0.1], [0.0, 0.0, 0.1], [0.0, 0.0, 0.1], [-0.1, 0.1, -0.1], [0.0, -0.1, 0.0], [-0.3, 0.2, 0.0], [0.0, -0.1, 0.0], [0.1, -0.1, 0.0], [0.1, 0.0, 0.0], [0.0, 0.0, 0.1], [0.0, 0.0, -0.1], [0.0, 0.0, 0.0], [0.0, 0.0, -0.1]]}

No. 4
{"formula": "C4H5NO", "method": "the ωB97M-V functional and the def2-TZVPD basis", "e_above_lowest_kj_mol": 347.8, "homo_lumo_gap_ev": 10.0, "symbols": ["N", "C", "O", "C", "C", "C", "H", "H", "H", "H", "H"], "coordinates": [[-1.21898, 1.10157, 0.13939], [-1.26328, -0.24966, 0.30414], [-2.26626, -0.84211, 0.65723], [0.07040, -1.01715, 0.05735], [1.28740, -0.29447, 0.05372], [2.21547, 0.47024, -0.15750], [-2.02908, 1.62979, 0.43614], [-0.33732, 1.58550, 0.07262], [-0.04186, -2.04580, 0.38012], [0.80272, -1.19192, -0.96451], [2.78080, 0.85401, -0.97870]], "atomic_forces_ev_per_a": [[0.1, -0.1, 0.1], [0.1, -0.1, -0.6], [0.7, 0.1, -0.3], [0.6, -0.5, -1.5], [1.0, 1.1, 1.6], [-0.3, -0.2, -0.3], [0.2, -0.2, -0.1], [0.0, -0.1, 0.0], [0.4, 0.1, 0.6], [-3.2, -0.3, 0.1], [0.4, 0.2, 0.3]]}

No. 5
{"formula": "C4H8Ag3BBr4F4", "method": "the ωB97M-V functional and the def2-TZVPD basis", "total_charge": 1, "e_above_lowest_kj_mol": 0.0, "s_squared": 0.75, "homo_lumo_gap_ev": [5.0, 7.3], "multiplicity": 2, "symbols": ["Ag", "Ag", "Ag", "B", "F", "F", "F", "F", "Br", "C", "C", "Br", "H", "H", "H", "H", "Br", "C", "C", "Br", "H", "H", "H", "H"], "coordinates": [[0.98991, 1.70571, -2.28532], [1.44040, 0.48795, -5.77743], [0.60407, -3.11445, -3.23613], [1.86186, -0.80055, -2.18530], [0.51421, -0.70530, -2.43234], [2.15488, -0.28971, -0.94755], [2.30333, -2.13774, -2.32003], [2.47944, 0.00817, -3.12532], [0.41602, 2.91381, 0.56198], [0.57194, 2.08126, 2.42111], [1.12499, 0.67634, 2.37164], [2.56412, 0.42500, 3.65455], [-0.26816, 2.20445, 3.10461], [1.29080, 2.73715, 2.91217], [1.51080, 0.41560, 1.38611], [0.30133, 0.01238, 2.63402], [-3.12467, -1.80899, -1.44816], [-1.91903, -1.12440, -0.10617], [-2.81863, -0.66629, 1.10064], [-3.64521, 1.12373, 0.73795], [-1.40817, -0.28448, -0.57697], [-1.24159, -1.93332, 0.16738], [-2.18083, -0.49162, 1.96714], [-3.52191, -1.43481, 1.42138]], "atomic_forces_ev_per_a": [[-0.2, 0.7, 0.3], [-0.1, 0.1, 0.2], [-0.7, -0.4, -0.4], [1.9, 0.2, 0.6], [-2.0, -0.7, -0.2], [-0.1, -0.1, 0.7], [0.2, 0.0, 0.2], [0.7, 0.3, -0.9], [-0.4, -0.5, 0.9], [1.4, 0.9, 0.4], [-0.6, -0.2, -0.3], [-0.3, 0.0, -0.1], [-0.8, -0.1, -1.0], [0.3, 0.1, -0.6], [0.0, 0.0, 0.2], [0.4, -0.3, 0.0], [0.1, -0.3, -0.6], [-1.4, 0.6, 1.0], [1.4, 0.4, -0.4], [0.3, -1.3, 0.2], [0.1, -0.2, 0.3], [-0.1, 0.2, 0.1], [0.1, 0.2, -0.1], [-0.4, 0.4, -0.5]]}

No. 6
{"formula": "CH4N2O3S", "method": "the ωB97M-V functional and the def2-TZVPD basis", "smiles": "NC(=O)S(N)(=O)=O", "e_above_lowest_kj_mol": 84.8, "homo_lumo_gap_ev": 10.4, "symbols": ["N", "C", "O", "S", "N", "O", "O", "H", "H", "H", "H"], "coordinates": [[-1.30052, -0.82062, -0.58249], [-0.97248, -0.22237, 0.47218], [-1.53451, 0.66309, 1.07349], [0.99630, -0.29958, 0.44914], [1.22325, 1.23292, -0.19070], [1.34028, -1.26961, -0.53229], [1.59249, -0.37043, 1.72453], [-2.21114, -0.78790, -0.83519], [-0.67863, -1.40279, -1.05583], [0.78812, 1.96046, 0.49956], [0.75682, 1.31682, -1.02241]], "atomic_forces_ev_per_a": [[-0.3, -2.0, -1.9], [3.3, 3.9, 2.8], [-0.1, -1.0, 0.5], [-1.6, 1.0, 0.3], [0.5, 1.0, 4.5], [0.2, -0.5, -1.1], [0.3, 0.4, 1.1], [-3.4, 0.1, -1.2], [1.1, -1.2, -0.7], [1.2, -1.8, -1.5], [-1.3, 0.2, -2.8]]}